{"formula": "C37H37BrN3O2PPdSe2", "method": "ωB97M-V with the def2-TZVPD basis set", "multiplicity": 5, "charge": 2, "orbital_gap_ev": [6.1, 5.0], "e_homo_ev": [-12.0259, -13.1069], "total_energy_ev": -261020.994, "s_squared": 6.073, "relative_energy_kj_mol": 0.0, "elements": ["Pd", "Br", "Se", "Se", "P", "O", "O", "N", "N", "N", "C", "C", "C", "C", "C", "C", "C", "C", "C", "C", "C", "C", "C", "C", "C", "C", "C", "C", "C", "C", "C", "C", "C", "C", "C", "C", "C", "C", "C", "C", "C", "C", "C", "C", "C", "C", "C", "H", "H", "H", "H", "H", "H", "H", "H", "H", "H", "H", "H", "H", "H", "H", "H", "H", "H", "H", "H", "H", "H", "H", "H", "H", "H", "H", "H", "H", "H", "H", "H", "H", "H", "H", "H", "H"], "coordinates": [[0.394, 0.926, -0.122], [0.948, 1.987, 2.206], [-0.953, 2.770, -1.275], [-2.241, -0.088, 0.649], [-2.703, 1.774, -0.418], [-0.494, -0.965, -0.990], [1.177, -4.618, 0.142], [1.855, 3.813, -2.934], [0.671, -2.044, 0.716], [0.830, -0.894, 1.306], [4.568, -0.694, 6.882], [-4.757, 2.510, 1.297], [-4.581, 4.185, 3.008], [-5.121, 2.543, -3.578], [4.416, -0.211, -1.436], [-3.460, 2.809, 0.888], [1.958, 5.199, -3.410], [1.699, 0.434, 3.079], [0.886, -2.530, -2.841], [0.755, -2.962, -1.533], [3.928, 0.158, 6.009], [2.486, -1.640, 5.298], [3.132, -2.488, 6.173], [-3.295, 4.488, 2.588], [3.192, 2.283, -1.460], [3.080, -0.077, -1.079], [-6.170, 1.658, -3.378], [-6.104, 0.710, -2.367], [4.186, -2.029, 6.953], [-4.027, 2.520, -2.733], [1.985, -4.952, -2.088], [-0.082, -2.152, -0.539], [2.272, 2.864, -3.981], [2.096, -4.520, -3.396], [5.159, 0.907, -1.770], [2.335, 0.656, 4.262], [-2.725, 3.793, 1.536], [-3.989, 1.599, -1.692], [2.584, 3.654, -1.620], [-5.310, 3.197, 2.361], [2.448, 1.161, -1.080], [1.556, -3.303, -3.774], [4.544, 2.143, -1.784], [-5.010, 0.670, -1.520], [1.309, -4.187, -1.149], [1.544, -0.786, 2.389], [2.898, -0.302, 5.168], [0.447, -1.584, -3.117], [4.685, -2.704, 7.631], [1.639, -2.963, -4.794], [0.862, 3.605, -2.738], [3.345, 2.936, -4.154], [2.401, -5.901, -1.779], [2.991, 5.420, -3.678], [5.112, 3.022, -2.057], [-6.309, 2.954, 2.688], [-6.909, 0.005, -2.227], [-2.725, 5.260, 3.081], [2.031, 1.848, -3.673], [1.745, 3.094, -4.905], [-1.714, 4.021, 1.217], [-5.336, 1.750, 0.789], [-4.945, -0.077, -0.737], [2.069, -1.654, 2.782], [6.201, 0.814, -2.031], [1.334, 5.346, -4.287], [-5.023, 4.715, 3.837], [2.533, -0.983, -0.835], [2.456, 1.685, 4.568], [2.804, -3.513, 6.270], [1.867, 3.868, -0.819], [4.860, -1.194, -1.457], [2.594, -5.147, -4.116], [4.242, 1.187, 5.928], [1.635, 5.885, -2.631], [1.622, -1.994, 4.759], [-5.152, 3.265, -4.379], [1.052, -2.909, 1.104], [3.376, 4.407, -1.595], [5.356, -0.325, 7.519], [1.499, -5.528, 0.211], [-7.035, 1.709, -4.020], [-0.956, -2.810, -0.301], [-3.208, 3.215, -2.879]], "mulliken_spin": [1.22, 0.08, 0.17, 0.80, 0.01, 0.22, 0.00, 0.00, 0.41, 0.08, -0.03, 0.02, 0.01, 0.01, 0.03, 0.03, 0.00, 0.05, 0.02, 0.11, 0.07, 0.06, -0.03, 0.00, -0.06, -0.19, 0.00, 0.00, 0.09, 0.01, 0.00, -0.08, 0.00, 0.00, -0.02, 0.12, 0.01, -0.02, 0.03, -0.01, 0.55, 0.00, 0.03, 0.01, 0.00, 0.13, 0.04, 0.00, 0.00, 0.00, 0.00, 0.00, 0.00, 0.00, 0.00, 0.00, 0.00, 0.00, 0.00, 0.00, 0.00, -0.01, 0.00, -0.01, 0.00, 0.00, 0.00, 0.00, 0.00, 0.00, -0.01, 0.00, 0.00, 0.00, 0.00, 0.00, 0.00, -0.02, 0.00, 0.00, 0.00, 0.00, 0.07, 0.00]}